#1
Below is C7H14N2O2S in the gas phase, with properties calculated with ωB97M-V/def2-TZVPD.

SMILES: N=S(O)(O)=N[C@]12CC[C@H](CC1)C2
Spin multiplicity: 1
Gap between HOMO and LUMO: 0.363 Ha
HOMO level: -9.3 eV
Total charge: 0

The geometry in XYZ format:
```
26
Properties=species:S:1:pos:R:3:mulliken_charge:R:1
N 4.12 1.03 -0.67 -0.753
S 2.63 1.20 -0.51 0.938
O 2.52 2.70 0.31 -0.540
O 1.85 1.82 -1.84 -0.478
N 1.93 0.09 0.16 -0.606
C 0.49 -0.18 0.01 0.891
C -0.02 -1.09 -1.19 -0.868
C -1.47 -1.51 -0.65 -0.909
C -1.42 -1.08 0.77 0.016
C -1.69 0.47 0.91 -1.103
C -0.47 1.02 0.15 -0.758
C 0.05 -1.15 1.14 -1.090
H 4.23 0.00 -0.74 0.277
H 2.62 2.84 1.19 0.317
H 2.55 2.46 -2.14 0.377
H 0.66 -1.92 -1.32 0.393
H -0.08 -0.53 -2.21 0.289
H -2.13 -1.06 -1.32 0.361
H -1.64 -2.56 -0.65 0.370
H -2.11 -1.61 1.33 0.606
H -1.71 0.82 1.89 0.437
H -2.62 0.70 0.42 0.335
H -0.70 1.67 -0.73 0.291
H 0.09 1.67 0.76 0.464
H 0.30 -0.83 2.14 0.389
H 0.40 -2.15 1.06 0.353
```


#2
Below is C7H14N2O2S in the gas phase, with properties calculated with ωB97M-V/def2-TZVPD.

SMILES: OCCN1CCN(CCO)C1=S
Spin multiplicity: 1
Gap between HOMO and LUMO: 0.336 Ha
HOMO level: -8.5 eV
Total charge: 0

The geometry in XYZ format:
```
26
Properties=species:S:1:pos:R:3:mulliken_charge:R:1
O -3.03 -0.09 1.40 -0.506
C -2.82 -1.19 0.55 -0.298
C -2.34 -0.62 -0.81 -1.062
N -1.10 0.12 -0.74 0.054
C -1.01 1.49 -0.29 -0.533
C 0.51 1.76 -0.22 -0.618
N 1.11 0.45 -0.31 0.381
C 2.52 0.25 -0.55 -1.147
C 3.23 -0.15 0.75 -0.277
O 2.86 -1.42 1.24 -0.493
C 0.11 -0.51 -0.64 0.228
S 0.37 -2.13 -0.81 -0.417
H -3.38 -0.44 2.25 0.305
H -3.72 -1.79 0.48 0.392
H -2.05 -1.89 0.92 0.277
H -2.22 -1.45 -1.52 0.435
H -3.15 0.02 -1.21 0.363
H -1.44 1.56 0.71 0.267
H -1.48 2.12 -1.01 0.358
H 0.87 2.32 -1.12 0.375
H 0.76 2.32 0.69 0.267
H 2.96 1.21 -0.94 0.399
H 2.70 -0.58 -1.30 0.416
H 3.08 0.67 1.51 0.250
H 4.32 -0.11 0.53 0.299
H 2.34 -1.92 0.44 0.285
```


On energetic grounds, #2 is preferred over the next structure by 3.269 eV.


#1
Below is a molecular structure, H5O2, with properties calculated with ωB97M-V/def2-TZVPD.

Spin multiplicity: 1
Gap between HOMO and LUMO: 0.555 Ha
HOMO level: -19.4 eV
Total charge: +1

The geometry in XYZ format:
```
7
Properties=species:S:1:pos:R:3:mulliken_charge:R:1
O 0.08 0.87 0.89 -0.598
H 0.66 1.64 0.78 0.405
H 0.44 0.38 1.65 0.408
O -0.19 -0.73 -0.87 -0.471
H -0.68 -0.51 -1.68 0.407
H -0.32 -1.68 -0.72 0.396
H 0.00 0.03 -0.05 0.452
```


#2
Below is 2 unconnected molecules or ions with the total composition H5O2, with properties calculated with ωB97M-V/def2-TZVPD.

Spin multiplicity: 1
Gap between HOMO and LUMO: 0.514 Ha
HOMO level: -18.6 eV
Total charge: +1

The geometry in XYZ format:
```
7
Properties=species:S:1:pos:R:3:mulliken_charge:R:1
O -1.00 -0.71 -0.12 -0.661
H -0.85 -1.59 -0.48 0.390
H -1.71 -0.17 -0.52 0.387
O 1.04 0.70 0.10 -0.477
H 1.60 0.39 0.84 0.475
H 0.63 1.45 0.58 0.448
H 0.24 -0.06 0.14 0.438
```


On energetic grounds, #1 is preferred over the next structure by 0.336 eV.


#1
Below is CH3NO2S2 in the gas phase, with properties calculated with ωB97M-V/def2-TZVPD.

Spin multiplicity: 1
Gap between HOMO and LUMO (alpha / beta): 0.319 / 0.231 Ha
HOMO level (alpha / beta): -9.7 / -8.6 eV
Total charge: 0

The geometry in XYZ format:
```
9
Properties=species:S:1:pos:R:3:mulliken_charge:R:1
C -0.27 -1.25 0.05 -0.512
N -0.42 0.07 -0.61 -0.336
O 1.27 2.26 -0.22 -0.488
O -0.88 1.06 0.31 -0.198
S 0.78 -1.44 1.57 -0.053
S 0.01 2.48 0.52 0.524
H -1.19 -1.79 -0.02 0.382
H 0.17 -1.89 -0.71 0.317
H 0.54 0.50 -0.88 0.364
```


#2
Below is a molecular structure, CH3NO2S2, with properties calculated with ωB97M-V/def2-TZVPD.

Spin multiplicity: 1
Gap between HOMO and LUMO: 0.342 Ha
HOMO level: -9.6 eV
Total charge: 0

The geometry in XYZ format:
```
9
Properties=species:S:1:pos:R:3:mulliken_charge:R:1
C -0.10 -0.77 -0.12 -0.572
N 0.11 1.61 0.05 -0.441
O -2.24 0.67 -0.80 -0.446
O 2.26 0.59 -0.78 -0.533
S -1.46 0.44 0.36 0.526
S 1.30 0.43 0.29 0.474
H -0.20 -1.55 0.67 0.301
H -0.40 -1.21 -0.98 0.421
H 0.31 2.30 0.69 0.270
```


On energetic grounds, #2 is preferred over the next structure by 1.411 eV.


#1
Below is a molecular structure, C29H34N2OPPtSi, with properties calculated with ωB97M-V/def2-TZVPD.

Spin multiplicity: 1
Gap between HOMO and LUMO: 0.305 Ha
HOMO level: -11.4 eV
Total charge: +1

The geometry in XYZ format:
```
69
Properties=species:S:1:pos:R:3:mulliken_charge:R:1
Pt 0.34 -0.19 -0.93 1.841
O 3.38 2.04 0.26 -0.603
N 2.03 1.84 0.50 0.432
C 1.70 2.33 1.62 -1.083
C 0.31 2.27 2.13 0.722
C -0.12 3.42 2.80 -0.923
C -1.41 3.53 3.28 -0.798
C -2.30 2.48 3.12 -0.933
C -1.87 1.31 2.49 -0.926
C -0.57 1.19 2.00 0.719
P -0.13 -0.38 1.18 0.533
C 1.28 -1.09 2.09 0.302
C 1.67 -2.38 1.71 -0.690
C 2.72 -3.01 2.36 -0.687
C 3.39 -2.36 3.39 -0.640
C 2.99 -1.09 3.78 -0.724
C 1.94 -0.46 3.13 -0.349
C -1.45 -1.56 1.56 0.344
C -1.63 -1.99 2.87 -0.022
C -2.63 -2.91 3.17 -0.792
C -3.44 -3.40 2.16 -0.539
C -3.26 -2.98 0.85 -0.569
C -2.26 -2.06 0.55 -0.432
H 3.46 1.87 -0.69 0.364
H 2.43 2.86 2.22 0.354
H 0.57 4.24 2.92 0.497
H -1.73 4.44 3.78 0.420
H -3.31 2.55 3.48 0.467
H -2.57 0.50 2.38 0.448
H 1.12 -2.91 0.93 0.570
H 3.01 -4.01 2.07 0.453
H 4.21 -2.85 3.89 0.417
H 3.50 -0.59 4.59 0.466
H 1.62 0.52 3.47 0.434
H -0.99 -1.62 3.67 0.463
H -2.76 -3.24 4.19 0.435
H -4.22 -4.11 2.39 0.417
H -3.88 -3.37 0.06 0.476
H -2.10 -1.74 -0.47 0.166
N 2.27 -1.25 -1.06 -0.502
C 2.76 -0.52 -2.20 0.533
C 4.04 0.02 -2.24 -1.321
C 4.39 0.82 -3.32 -0.283
C 3.49 1.07 -4.35 -0.683
C 2.22 0.52 -4.30 -0.797
C 1.85 -0.28 -3.22 -0.093
H 2.87 -1.14 -0.24 0.325
H 2.18 -2.25 -1.24 0.314
H 4.75 -0.19 -1.45 0.427
H 5.39 1.23 -3.37 0.425
H 3.78 1.69 -5.19 0.424
H 1.51 0.70 -5.10 0.478
H 0.87 -0.78 -3.21 0.879
C -1.43 0.80 -4.24 -1.073
Si -2.43 0.75 -2.66 -0.012
C -3.61 2.20 -2.65 -1.109
C -3.43 -0.84 -2.64 -1.029
C -1.33 0.96 -1.14 -0.828
H -2.10 0.92 -5.10 0.435
H -0.88 -0.13 -4.41 0.342
H -0.73 1.64 -4.25 0.343
H -4.28 2.17 -3.51 0.333
H -3.07 3.15 -2.68 0.339
H -4.23 2.20 -1.75 0.319
H -4.11 -0.83 -3.50 0.442
H -4.04 -0.93 -1.74 0.263
H -2.80 -1.73 -2.73 0.340
H -2.01 0.96 -0.27 0.050
H -0.93 1.98 -1.17 0.690
```


#2
Below is a molecular structure, C29H34N2OPPtSi, with properties calculated with ωB97M-V/def2-TZVPD.

Spin multiplicity: 1
Gap between HOMO and LUMO: 0.252 Ha
HOMO level: -10.8 eV
Total charge: +1

The geometry in XYZ format:
```
69
Properties=species:S:1:pos:R:3:mulliken_charge:R:1
Pt 0.60 0.67 0.82 1.655
O -1.79 0.47 3.31 -0.613
N -1.77 0.16 1.95 0.392
C -2.93 0.10 1.47 -1.385
C -3.11 -0.21 0.02 1.067
C -4.42 -0.09 -0.44 -0.836
C -4.74 -0.27 -1.78 -0.922
C -3.74 -0.54 -2.69 -0.752
C -2.43 -0.69 -2.24 -1.189
C -2.09 -0.56 -0.90 0.988
P -0.34 -0.93 -0.45 0.804
C -0.34 -2.55 0.36 0.320
C 0.90 -3.16 0.54 -0.414
C 0.98 -4.42 1.12 -0.854
C -0.18 -5.07 1.53 -0.551
C -1.41 -4.46 1.37 -0.680
C -1.49 -3.20 0.78 -0.306
C 0.55 -1.24 -1.98 0.082
C 0.31 -2.42 -2.70 -0.119
C 1.00 -2.67 -3.88 -0.757
C 1.92 -1.74 -4.35 -0.570
C 2.17 -0.58 -3.64 -0.724
C 1.48 -0.33 -2.45 -0.292
H -0.85 0.47 3.54 0.299
H -3.80 0.29 2.09 0.389
H -5.20 0.15 0.28 0.449
H -5.77 -0.19 -2.11 0.417
H -3.97 -0.64 -3.74 0.457
H -1.65 -0.90 -2.97 0.448
H 1.81 -2.65 0.23 0.440
H 1.95 -4.89 1.26 0.432
H -0.11 -6.06 1.97 0.400
H -2.31 -4.96 1.70 0.441
H -2.47 -2.74 0.65 0.306
H -0.39 -3.16 -2.32 0.527
H 0.82 -3.59 -4.42 0.433
H 2.45 -1.93 -5.28 0.408
H 2.90 0.14 -4.00 0.453
H 1.68 0.57 -1.89 0.345
N 0.91 3.00 0.23 -0.532
C 0.19 3.10 -1.01 0.180
C 0.85 3.35 -2.20 -0.649
C 0.13 3.36 -3.39 -0.520
C -1.24 3.12 -3.39 -0.741
C -1.89 2.88 -2.19 -0.454
C -1.18 2.86 -0.99 0.061
H 1.87 3.32 0.17 0.190
H 0.46 3.50 0.99 0.339
H 1.92 3.54 -2.20 0.393
H 0.65 3.55 -4.32 0.436
H -1.79 3.13 -4.32 0.426
H -2.96 2.69 -2.17 0.395
H -1.69 2.67 -0.05 0.347
C 1.05 2.28 3.89 -1.140
Si 2.39 1.19 3.27 0.392
C 3.25 0.46 4.70 -1.135
C 3.55 2.16 2.21 -1.119
C 1.70 -0.22 2.26 -1.117
H 1.48 3.21 4.29 0.334
H 0.49 1.81 4.71 0.376
H 0.31 2.57 3.12 0.376
H 3.68 1.25 5.33 0.308
H 4.06 -0.21 4.39 0.327
H 2.55 -0.12 5.32 0.324
H 4.54 2.25 2.68 0.423
H 3.19 3.18 2.04 0.290
H 3.69 1.67 1.23 0.336
H 1.10 -0.95 2.82 0.567
H 2.51 -0.78 1.78 0.602
```


On energetic grounds, #1 is preferred over the next structure by 1.149 eV.